Record 1
{
  "formula": "C4H9NO2",
  "method": "wB97M-V/def2-TZVPD",
  "elements": ["C", "C", "C", "O", "N", "C", "O", "H", "H", "H", "H", "H", "H", "H", "H", "H"],
  "positions_angstrom": [[0.7013, 1.7069, -0.2513], [0.2679, 0.4501, -0.2403], [1.2565, -0.7699, -0.3008], [2.6036, -0.4172, -0.2120], [-1.0399, 0.0438, -0.3642], [-1.5383, -1.1381, 0.3047], [-1.9748, 1.1505, -0.1909], [1.7477, 1.9386, -0.3291], [0.0227, 2.5376, -0.3216], [1.1295, -1.2524, -1.2724], [1.0245, -1.5037, 0.4867], [2.7407, 0.0750, 0.6059], [-1.3647, -1.1254, 1.3895], [-1.0757, -2.0220, -0.1285], [-2.6093, -1.1857, 0.1150], [-1.8917, 1.5118, 0.7094]],
  "smiles": "C=C(CO)N(C)O",
  "fmax_ev_per_a": 2.29,
  "e_tot_ha": -362.94657,
  "homo_energy_ha": -0.31241
}

Record 2
{
  "formula": "C4H9NO2S",
  "method": "wB97M-V/def2-TZVPD",
  "elements": ["C", "C", "C", "C", "N", "O", "O", "S", "H", "H", "H", "H", "H", "H", "H", "H", "H"],
  "positions_angstrom": [[-1.0827, 0.2389, -0.8498], [-0.3105, -0.1900, 0.4200], [1.0633, -0.7347, -0.0557], [-0.0024, 1.1578, 1.1972], [-1.1311, -0.9785, 1.2485], [-3.5338, -0.9323, -0.8492], [-3.4393, 1.2127, 0.4847], [-2.8046, 0.0009, -0.0194], [-1.0025, 1.2600, -1.3384], [-1.1102, -0.5452, -1.6501], [1.1218, -1.7830, 0.0962], [1.9068, -0.1959, 0.4290], [1.1954, -0.5227, -1.1123], [-0.9844, 1.5600, 1.3639], [0.8548, 1.6314, 0.5144], [0.3626, 0.8384, 2.1139], [-1.3168, -1.9291, 0.8487]],
  "fmax_ev_per_a": 3.82,
  "e_tot_ha": -761.10093,
  "homo_energy_ha": [-0.35743, -0.35708]
}

Record 3
{
  "formula": "C4H9NO2S",
  "method": "wB97M-V/def2-TZVPD",
  "elements": ["C", "C", "C", "C", "N", "O", "O", "S", "H", "H", "H", "H", "H", "H", "H", "H", "H"],
  "positions_angstrom": [[1.3436, 1.4729, 0.3599], [1.2606, -0.9879, -0.6397], [-0.7827, 0.3207, -0.3384], [-0.1553, -1.0710, -0.2687], [-1.6900, 0.7835, 0.6211], [3.6276, 0.1266, -0.2517], [-0.2875, -1.6681, 0.9719], [2.3837, -0.0708, 0.5130], [1.7453, 2.2127, -0.2799], [0.8740, 1.8422, 1.2468], [1.8400, -1.9506, -0.8426], [1.1071, -0.4580, -1.6458], [-0.9516, 0.6745, -1.2959], [-0.7301, -1.6235, -1.2375], [-1.3345, 0.6431, 1.5576], [-2.0504, 1.7023, 0.4096], [-1.2013, -1.5234, 1.2988]],
  "fmax_ev_per_a": 3.81,
  "e_tot_ha": -761.06853,
  "homo_energy_ha": [-0.27746, -0.27679]
}

Record 4
{
  "formula": "C4H9NO2S",
  "method": "wB97M-V/def2-TZVPD",
  "elements": ["C", "C", "C", "C", "S", "H", "H", "H", "H", "H", "H", "H", "H", "O", "N", "O", "H"],
  "positions_angstrom": [[1.3343, 0.9487, 1.3313], [1.5056, -0.0994, 0.2678], [0.3200, -0.8297, -0.0848], [0.1874, -1.3783, -1.4696], [-0.7717, -1.3882, 1.0420], [0.4189, 1.5277, 1.0990], [0.9021, 0.4996, 2.2350], [2.1926, 1.6402, 1.4779], [2.1851, -0.7456, 0.6733], [1.9612, 0.4492, -0.5430], [0.9797, -2.1817, -1.6392], [-0.8274, -1.6203, -1.7676], [0.3987, -0.5209, -2.3457], [-1.6967, 1.6857, -0.9608], [-2.2542, 0.7094, -0.5400], [-3.2112, 1.0878, 0.4242], [-3.6244, 0.2156, 0.8001]],
  "smiles": "CCC(C)=S.O=NO",
  "fmax_ev_per_a": 4.08,
  "e_tot_ha": -761.07864,
  "homo_energy_ha": [-0.31708, -0.31707]
}

Which ΔE to the lowest compared entry with this formula, charge and spin belongs to each record? In order, 87.2 102.0 122.3 116.0 kcal per mole.